[1]
Density functional theory data (the ωB97M-V functional and the def2-TZVPD basis) for a structure of composition C46H32N10S2Y.

The value obtained for the HOMO energy is -13.913 eV. The net charge is +3. The energy above the lowest of the compared OMol25 structures with the same formula, charge and spin comes out at 8.9 kcal/mol. Its orbital gap is 5.42 eV. Its total energy is -3153.7977 a.u.

Last column: Löwdin charge in e.
Cartesian coordinates (Å):
Y: 0.87 1.19 0.31  1.63
N: -1.75 5.14 0.81  0.16
C: -1.03 4.18 0.26  -0.13
N: -0.11 3.48 0.88  0.04
C: 0.15 3.78 2.22  -0.27
N: 1.03 3.12 2.91  0.07
N: 1.64 2.07 2.28  -0.13
C: 2.73 1.65 2.81  -0.01
C: 3.45 0.55 2.16  -0.26
C: 4.40 -0.18 2.85  0.03
C: 5.06 -1.22 2.20  0.01
C: 4.75 -1.46 0.87  0.00
C: 3.77 -0.69 0.26  -0.11
N: 3.12 0.29 0.88  -0.01
C: -0.55 4.88 2.87  -0.09
C: -0.27 5.30 4.17  0.01
C: -0.99 6.34 4.72  -0.02
C: -2.00 6.96 4.00  -0.02
C: -2.28 6.57 2.70  0.01
C: -1.54 5.54 2.14  -0.16
H: -2.42 5.65 0.26  0.18
H: -1.22 3.97 -0.79  0.15
H: 3.13 2.11 3.71  0.15
H: 4.62 0.05 3.89  0.14
H: 5.80 -1.81 2.71  0.14
H: 5.26 -2.24 0.31  0.13
H: 3.51 -0.88 -0.78  0.12
H: 0.51 4.79 4.73  0.12
H: -0.76 6.67 5.72  0.13
H: -2.57 7.76 4.45  0.13
H: -3.06 7.06 2.13  0.13
S: 4.02 1.44 -4.83  1.06
C: 4.53 1.48 -6.45  -0.37
C: 3.49 1.50 -7.33  -0.14
C: 2.24 1.48 -6.67  -0.09
C: 2.34 1.45 -5.30  -0.48
C: 1.27 1.43 -4.33  -0.17
C: 1.53 1.43 -2.95  -0.07
N: 0.59 1.39 -2.00  -0.03
C: -0.72 1.35 -2.37  -0.17
C: -1.08 1.38 -3.73  -0.11
C: -2.47 1.39 -4.10  0.02
C: -3.44 1.38 -3.16  0.02
C: -3.11 1.31 -1.77  -0.12
C: -4.09 1.30 -0.77  0.09
C: -3.75 1.19 0.57  -0.18
C: -2.37 1.04 0.85  -0.07
N: -1.42 1.09 -0.07  -0.03
C: -1.75 1.25 -1.37  -0.17
C: -4.73 1.21 1.63  -0.48
C: -6.10 1.25 1.52  -0.09
C: -6.76 1.29 2.77  -0.14
C: -5.89 1.29 3.82  -0.37
S: -4.26 1.25 3.31  1.06
C: -0.07 1.41 -4.70  0.10
H: 5.59 1.48 -6.68  0.09
H: 3.61 1.52 -8.40  0.12
H: 1.30 1.50 -7.21  0.12
H: 2.56 1.48 -2.60  0.10
H: -2.72 1.42 -5.15  0.14
H: -4.48 1.40 -3.44  0.14
H: -5.13 1.37 -1.06  0.14
H: -2.05 0.88 1.87  0.10
H: -6.63 1.22 0.58  0.12
H: -7.83 1.32 2.89  0.12
H: -6.12 1.31 4.87  0.09
H: -0.35 1.43 -5.74  0.14
N: 0.89 -6.20 -0.73  0.18
C: 1.00 -7.48 -0.26  -0.17
C: 1.03 -8.72 -0.89  -0.01
C: 1.11 -9.83 -0.07  -0.05
C: 1.16 -9.71 1.34  -0.06
C: 1.13 -8.49 1.97  0.01
C: 1.05 -7.35 1.15  -0.21
N: 0.97 -6.04 1.50  0.19
C: 0.88 -5.37 0.37  -0.29
C: 0.76 -3.94 0.33  -0.10
C: 0.72 -3.23 1.55  0.03
C: 0.62 -1.87 1.54  -0.11
N: 0.55 -1.13 0.40  -0.10
C: 0.57 -1.81 -0.76  -0.13
C: 0.67 -3.18 -0.84  0.02
H: 0.85 -5.95 -1.70  0.16
H: 0.99 -8.82 -1.96  0.12
H: 1.12 -10.81 -0.51  0.12
H: 1.22 -10.62 1.93  0.11
H: 1.17 -8.40 3.04  0.12
H: 0.77 -3.79 2.47  0.13
H: 0.58 -1.32 2.47  0.12
H: 0.49 -1.23 -1.67  0.11
H: 0.68 -3.64 -1.82  0.12


[2]
Density functional theory data (the ωB97M-V functional and the def2-TZVPD basis) for a cluster of 2 separate species, C3H10OS2 in total.

The value obtained for the HOMO energy is -8.669 eV. The net charge is 0. The energy above the lowest of the compared OMol25 structures with the same formula, charge and spin comes out at 14.8 kcal/mol. Its orbital gap is 9.25 eV. Its total energy is -991.8881 a.u.

Last column: natural (NBO) charge in e.
Cartesian coordinates (Å):
C: 1.30 -3.80 -1.14  -0.63
C: 1.18 -2.31 -1.12  -0.07
O: -0.15 -1.91 -0.69  -0.73
H: 2.32 -4.12 -1.20  0.21
H: 0.91 -4.23 -0.23  0.22
H: 0.78 -4.31 -1.95  0.21
H: 1.39 -1.90 -2.11  0.17
H: 1.85 -1.90 -0.38  0.17
H: -0.54 -1.44 -1.45  0.47
C: -0.05 1.29 2.32  -0.74
S: -1.25 1.77 1.03  0.09
S: -0.16 1.77 -0.65  -0.15
H: -0.56 1.38 3.29  0.23
H: 0.79 1.98 2.26  0.23
H: 0.16 0.24 2.18  0.22
H: 0.16 0.47 -0.84  0.12


[3]
Density functional theory data (the ωB97M-V functional and the def2-TZVPD basis) for a structure of composition C47H48N7O7S3Sr.

The value obtained for the HOMO energy is -10.172 eV. The net charge is +1. The energy above the lowest of the compared OMol25 structures with the same formula, charge and spin comes out at 8.1 kcal/mol. Its orbital gap is 7.72 eV. Its total energy is -3955.0353 a.u.

Last column: Löwdin charge in e.
Cartesian coordinates (Å):
Sr: -0.64 0.95 0.06  1.43
C: 1.94 0.35 4.80  -0.04
O: 2.66 -0.07 3.64  -0.07
C: 3.99 -0.27 3.75  -0.23
C: 4.73 -0.19 4.92  0.00
C: 6.10 -0.45 4.90  -0.06
C: 6.74 -0.80 3.72  -0.08
C: 6.01 -0.87 2.55  -0.01
C: 4.65 -0.60 2.56  -0.19
N: 3.89 -0.68 1.36  0.14
C: 3.28 0.31 0.74  0.01
C: 3.36 1.70 0.90  -0.11
C: 4.29 2.40 1.70  -0.01
C: 4.32 3.77 1.68  -0.08
C: 3.42 4.47 0.85  -0.06
C: 2.49 3.83 0.08  0.00
C: 2.40 2.41 0.10  -0.37
O: 1.49 1.78 -0.55  -0.27
H: 2.34 1.29 5.18  0.11
H: 1.98 -0.42 5.58  0.10
H: 0.91 0.49 4.48  0.07
H: 4.25 0.07 5.85  0.11
H: 6.66 -0.38 5.82  0.11
H: 7.80 -1.00 3.72  0.11
H: 6.48 -1.12 1.61  0.12
H: 3.66 -1.60 0.99  0.15
H: 2.63 -0.04 -0.05  0.11
H: 5.00 1.86 2.31  0.11
H: 5.04 4.31 2.27  0.10
H: 3.46 5.55 0.84  0.11
H: 1.79 4.39 -0.54  0.12
O: 0.11 1.72 2.30  -0.42
S: -1.13 2.36 2.75  0.62
O: -1.46 2.19 4.13  -0.26
N: -2.29 1.87 1.71  -0.24
C: -2.59 2.83 0.82  -0.91
S: -3.29 2.51 -0.65  0.69
C: -1.98 4.16 1.17  -0.23
C: -2.15 5.38 0.54  -0.01
C: -1.43 6.47 1.02  -0.05
C: -0.55 6.33 2.10  -0.05
C: -0.38 5.11 2.73  -0.02
C: -1.11 4.04 2.24  -0.22
H: -2.82 5.47 -0.30  0.11
H: -1.55 7.43 0.56  0.11
H: 0.00 7.19 2.45  0.11
H: 0.30 4.99 3.56  0.13
O: -1.97 -6.06 2.25  -0.04
C: -1.51 -6.59 1.01  -0.23
N: -0.60 -5.66 0.43  0.10
C: -0.96 -4.83 -0.59  -0.44
O: -2.05 -4.86 -1.12  0.08
C: 0.09 -3.85 -1.04  -0.11
C: 0.23 -3.63 -2.40  0.01
C: 1.18 -2.71 -2.83  -0.06
C: 1.90 -2.02 -1.87  -0.13
N: 1.76 -2.20 -0.55  0.07
C: 0.88 -3.13 -0.16  -0.09
H: -2.65 -6.65 2.59  0.09
H: -2.33 -6.73 0.31  0.13
H: -0.99 -7.54 1.18  0.13
H: 0.31 -5.54 0.85  0.14
H: -0.39 -4.16 -3.10  0.13
H: 1.35 -2.52 -3.87  0.11
H: 2.62 -1.26 -2.17  0.11
H: 0.77 -3.26 0.91  0.11
C: -5.24 -1.81 -0.03  -0.15
C: -4.25 -1.78 -1.18  -0.17
N: -2.90 -1.63 -0.66  0.09
C: -2.55 -1.76 0.65  -0.39
N: -1.36 -1.33 1.00  -0.06
C: -1.02 -1.47 2.41  -0.24
C: -1.54 -2.77 2.99  -0.15
C: -3.04 -2.79 2.83  -0.14
N: -3.41 -2.39 1.47  -0.02
C: -4.73 -2.80 1.01  -0.14
H: -6.23 -2.10 -0.38  0.12
H: -5.31 -0.82 0.43  0.12
H: -4.46 -0.95 -1.85  0.12
H: -4.32 -2.71 -1.75  0.12
H: -2.25 -1.11 -1.23  0.07
H: -1.44 -0.64 3.00  0.10
H: 0.07 -1.39 2.52  0.10
H: -1.27 -2.88 4.04  0.12
H: -1.11 -3.62 2.45  0.09
H: -3.52 -2.12 3.55  0.13
H: -3.43 -3.80 3.00  0.12
H: -5.39 -2.83 1.87  0.13
H: -4.68 -3.81 0.58  0.13
O: -0.83 0.12 -2.33  -0.66
S: -0.98 -0.22 -3.79  1.03
C: -2.21 0.89 -4.43  -0.38
C: -3.13 0.39 -5.34  -0.08
C: -4.11 1.23 -5.84  -0.06
C: -4.17 2.55 -5.43  -0.06
C: -3.25 3.04 -4.50  -0.06
C: -2.26 2.21 -4.00  -0.09
C: 0.47 0.43 -4.58  -0.38
C: 0.70 0.10 -5.91  -0.08
C: 1.83 0.59 -6.54  -0.06
C: 2.72 1.39 -5.84  -0.07
C: 2.49 1.70 -4.51  -0.05
C: 1.36 1.22 -3.86  -0.06
H: -3.08 -0.66 -5.63  0.11
H: -4.83 0.85 -6.55  0.11
H: -4.94 3.20 -5.81  0.11
H: -3.31 4.07 -4.17  0.11
H: -1.54 2.58 -3.28  0.10
H: 0.00 -0.53 -6.44  0.11
H: 2.02 0.34 -7.58  0.11
H: 3.61 1.77 -6.34  0.11
H: 3.19 2.33 -3.97  0.11
H: 1.17 1.45 -2.82  0.08


[4]
Density functional theory data (the ωB97M-V functional and the def2-TZVPD basis) for a cluster of 2 separate species, C4H14N2O in total.

The value obtained for the HOMO energy is -8.556 eV. The net charge is 0. The energy above the lowest of the compared OMol25 structures with the same formula, charge and spin comes out at 48.3 kcal/mol. Its orbital gap is 9.22 eV. Its total energy is -345.4992 a.u.

Last column: natural (NBO) charge in e.
Cartesian coordinates (Å):
C: -2.33 0.32 -2.08  -0.41
N: -2.34 -0.16 -0.70  -0.63
C: -1.13 -0.72 -0.13  -0.23
C: -0.31 0.30 0.66  -0.24
N: -0.17 1.53 -0.11  -0.63
C: 0.61 2.53 0.69  -0.42
H: -2.08 -0.50 -2.75  0.19
H: -3.35 0.64 -2.31  0.20
H: -1.69 1.20 -2.20  0.18
H: -2.56 0.68 -0.19  0.35
H: -0.47 -0.99 -0.98  0.17
H: -1.33 -1.71 0.31  0.20
H: 0.64 -0.06 1.12  0.17
H: -0.83 0.57 1.60  0.18
H: 0.45 1.32 -0.89  0.35
H: 1.64 2.60 0.36  0.18
H: 0.57 2.27 1.74  0.19
H: 0.16 3.51 0.53  0.20
O: 5.00 -4.66 2.09  -0.92
H: 5.43 -4.04 1.50  0.46
H: 4.11 -4.62 1.75  0.46


net charge of number 2 (C3H10OS2)? 0